{
  "formula": "CH4FNP2",
  "method": "ωB97M-V/def2-TZVPD",
  "species": ["C", "N", "F", "P", "P", "H", "H", "H", "H"],
  "coordinates": [[1.19, -1.18, 0.09], [-1.59, -0.90, -0.11], [-3.65, 1.76, -0.74], [-2.87, -0.96, 0.69], [-0.35, -1.01, -1.06], [2.04, -0.83, -0.37], [1.34, -2.31, 0.45], [0.95, -0.81, 1.07], [-3.44, 1.29, -0.02]],
  "mulliken_charge": [-0.8580, 0.1892, -0.3843, -0.1155, 0.0003, 0.3071, 0.2485, 0.2943, 0.3183],
  "spin_multiplicity": 1,
  "charge": 0,
  "gap_ha": [0.2395, 0.2395],
  "lumo_energy_ha": [-0.0374, -0.0375],
  "e_homo_ev": [-7.54, -7.54],
  "de_lowest_kj_mol": 203.67,
  "energy_ev": -23884.891
}